37
Properties=species:S:1:pos:R:3:forces:R:3:nbo_charge:R:1 method="wB97M-V/def2-TZVPD" total_energy_ha=-2544.36289 molar_mass_g_mol=296.6 charge=-1 max_force_ev_per_a=4.75 lumo_ev=0.5 orbital_gap_ha=0.25981 homo_energy_ha=-0.2399
Cl 8.219901 18.974677 8.994363 -0.24 0.24 0.14 0.0069
H 14.360734 22.975198 3.967557 -0.06 1.09 0.73 -0.0279
H 9.751756 23.684393 1.584433 -1.75 0.30 0.98 -0.0610
B 10.957419 23.585796 1.422857 0.40 -0.06 0.76 -0.9083
H 11.339211 22.597709 1.929961 0.09 -0.79 0.73 0.0263
H 11.602927 21.764020 4.239770 0.75 -0.54 -0.48 0.0547
H 12.094486 23.376047 7.661079 -0.34 0.91 -0.28 0.0030
H 12.326339 21.532799 7.732297 -0.26 -1.04 -0.42 -0.0071
H 13.017769 22.541507 9.149162 0.77 0.09 0.80 0.0580
C 9.359067 19.381007 7.717993 0.78 -0.43 0.13 -0.2893
H 11.550117 24.512389 1.803023 0.09 0.81 0.29 0.0335
H 15.174407 21.930494 2.560553 0.79 0.15 -0.50 0.0573
Be 10.073907 23.693542 3.502031 4.44 -0.93 -1.42 1.5823
H 9.750030 21.981309 4.653063 -1.20 0.38 -0.91 0.0117
B 10.853606 21.946949 5.122449 0.76 0.58 0.18 -1.0171
Cl 8.629345 19.290813 6.144754 -0.48 0.02 -0.44 0.0294
H 11.160383 23.459885 0.280093 -0.62 -0.11 -1.00 0.0928
H 13.225097 24.870468 3.251481 0.52 0.55 -0.51 0.0341
B 12.864240 22.555964 7.992706 -1.07 -0.42 -1.09 -0.8537
H 10.975847 21.120652 5.937730 -0.69 -0.71 0.62 0.0548
H 10.032080 18.095783 3.214408 -0.71 -0.45 0.11 0.2347
C 9.583268 18.455361 2.297481 0.90 1.11 -0.45 -0.3895
B 12.474270 24.450306 4.033875 -0.53 -0.36 0.03 -0.7227
H 12.143241 23.394297 3.690360 -0.14 -0.53 -0.43 -0.0086
H 11.085207 23.005740 5.588684 0.19 0.76 0.69 0.0231
H 8.523800 18.393364 2.090785 -0.02 -0.48 0.50 0.2211
H 13.342011 21.592592 3.131974 -0.81 -0.38 -0.44 -0.0129
Be 13.147318 22.335435 5.612297 -0.36 1.17 -0.68 1.6406
H 11.480684 25.155635 3.966347 -1.81 0.67 0.34 -0.0709
H 14.815033 21.165663 4.315394 0.29 -1.03 0.88 -0.0337
H 13.902491 22.625886 7.379913 1.12 0.15 -1.23 -0.0591
B 14.424801 21.900617 3.454992 -0.86 -0.30 1.42 -0.8326
Cl 10.455748 17.682976 0.961584 -0.08 -0.28 -0.12 -0.0441
Cl 9.970262 20.196758 2.322300 -0.14 -0.10 -0.17 -0.0195
Cl 10.715412 18.230567 7.797997 0.08 0.13 0.00 0.0007
H 12.820545 24.408306 5.173156 0.34 -0.18 1.15 -0.0625
H 9.779892 20.372165 7.857723 -0.14 0.01 0.09 0.2557